# 1
{"formula": "C4H8BrClO", "method": "the ωB97M-V functional and the def2-TZVPD basis", "e_above_lowest_kj_mol": 364.75, "multiplicity": 1, "energy_ha": -3266.49009, "lumo_ev": [-0.15, 0.27], "orbital_gap_ev": [7.710, 8.796], "elements": ["C", "C", "C", "C", "O", "Cl", "Br", "H", "H", "H", "H", "H", "H", "H", "H"], "xyz": [[-1.39643, 0.70483, -0.47522], [-0.36075, -0.78438, 1.33709], [1.86530, 0.81549, -0.78256], [-0.59231, -0.48742, -0.12807], [0.69286, -1.72384, 1.51581], [-0.52175, -1.79198, -1.28936], [1.13739, 2.51263, -1.16978], [-1.39729, 0.97361, -1.48440], [-2.36770, 0.49654, -0.15225], [-0.86939, 1.65260, -0.18816], [-1.40974, -1.24692, 1.59327], [-0.29479, 0.01935, 2.05199], [2.57645, 0.64121, 0.04408], [1.87295, 0.22284, -1.61861], [1.06520, -2.00455, 0.74615]], "atomic_forces_ev_per_a": [[2.2, 0.5, 0.4], [-1.8, -2.8, -1.5], [-0.4, 1.0, 2.0], [1.6, 1.5, 0.0], [-2.0, 1.6, 4.4], [-0.1, 0.3, 0.7], [0.9, -0.2, 0.2], [-0.3, -0.6, -2.1], [-1.9, 0.6, 0.8], [-1.0, -0.9, 1.2], [1.6, 0.1, 0.1], [0.5, 0.7, -0.4], [-0.7, 0.6, -0.5], [0.1, -1.4, -1.7], [1.2, -1.0, -3.6]]}

# 2
{"formula": "C4H8BrN2", "method": "the ωB97M-V functional and the def2-TZVPD basis", "e_above_lowest_kj_mol": 589.13, "multiplicity": 1, "charge": 1, "energy_ha": -2840.29573, "lumo_ev": [-6.15, -6.16], "orbital_gap_ev": [7.356, 7.353], "elements": ["C", "C", "C", "C", "N", "N", "Br", "H", "H", "H", "H", "H", "H", "H", "H"], "xyz": [[0.79067, 0.96227, -0.95923], [1.24948, -1.26633, -0.20035], [0.63192, 2.05258, 0.04758], [-1.58841, -0.84217, 0.56031], [1.12007, -0.21092, -0.66560], [-0.76340, -2.00155, 0.70753], [2.43825, -2.55351, 0.10632], [0.70270, 1.23958, -2.06210], [-0.36195, 2.56289, -0.16639], [0.77782, 1.58309, 1.06452], [1.47391, 2.78167, -0.04305], [-2.59461, -1.13741, 0.61405], [-1.56488, -0.25789, -0.34922], [-1.38127, -0.30725, 1.44961], [-0.93030, -2.60506, -0.10398]], "atomic_forces_ev_per_a": [[-0.4, 2.3, -1.9], [-2.8, -5.9, 3.1], [0.3, -0.3, 0.7], [1.3, -0.5, 0.9], [0.1, 3.8, -1.6], [2.2, 0.8, -2.2], [0.8, -0.2, 0.1], [-0.1, -0.7, 1.4], [1.3, -0.5, 0.6], [-0.8, 0.8, -0.9], [-0.7, -0.3, -0.3], [-1.7, -0.8, 0.1], [0.5, 0.3, -0.6], [-0.1, 1.4, 0.6], [0.1, -0.2, 0.0]]}

# 3
{"formula": "C4H8BrN2O", "method": "the ωB97M-V functional and the def2-TZVPD basis", "s_squared": 2.032, "multiplicity": 3, "charge": 1, "energy_ha": -2915.47273, "lumo_ev": [-4.00, -6.40], "orbital_gap_ev": [6.421, 6.882], "elements": ["C", "C", "C", "C", "N", "N", "O", "Br", "H", "H", "H", "H", "H", "H", "H", "H"], "xyz": [[-1.42580, 0.97315, 1.54382], [-1.45169, 1.12503, 0.14450], [-0.82556, 0.01365, 2.25100], [-0.44123, -0.96359, 2.98437], [0.46736, -0.00404, -0.69640], [1.53404, -0.57978, -2.94714], [-0.69594, 0.67665, -0.79884], [1.65237, 0.46935, 0.66104], [-2.04870, 1.67222, 2.09168], [-2.24903, 1.72651, -0.28303], [1.01979, -0.26721, -1.87775], [0.51672, -1.00143, 3.47862], [-1.08036, -1.81854, 3.15731], [0.88687, -1.17431, -3.46020], [2.38964, -1.09354, -2.75015], [1.75152, 0.24586, -3.49884]], "atomic_forces_ev_per_a": [[-0.2, -0.4, -1.0], [-2.8, 2.4, 4.2], [-0.4, 0.3, 0.1], [0.3, -0.6, 0.4], [-0.8, 0.9, 1.4], [-0.2, 0.2, 0.5], [3.1, -2.6, -3.8], [0.3, 0.1, -0.5], [-0.1, 0.0, -0.1], [0.4, 0.2, 0.0], [0.3, -0.4, -0.9], [0.3, 0.1, 0.1], [-0.2, -0.1, 0.0], [0.1, 0.0, -0.1], [0.0, 0.0, -0.2], [0.0, -0.1, -0.1]]}